Entry 1:
Entry from the OMol25 dataset: 14 unconnected molecules or ions with the total composition C58H80F16O26 (ωB97M-V/def2-TZVPD).

Net charge = 0
HOMO-LUMO gap = 9.99 eV

Cartesian coordinates (Å):
O 3.91 -6.11 0.93
C 3.01 -5.31 1.00
O 3.13 -4.04 0.51
C 2.06 -3.21 1.03
C 0.88 -4.22 1.17
C 1.62 -5.53 1.55
H 1.92 -2.31 0.38
H 2.37 -2.87 2.02
H 0.27 -4.29 0.28
H 0.12 -3.98 1.91
H 1.28 -6.55 1.33
H 1.65 -5.46 2.65
O -6.44 0.33 2.00
C -6.27 1.45 2.47
O -6.89 2.52 1.99
C -6.44 3.75 2.59
C -5.49 3.32 3.74
C -5.44 1.81 3.71
H -7.33 4.27 2.86
H -5.97 4.28 1.76
H -5.74 3.78 4.70
H -4.51 3.71 3.60
H -5.94 1.29 4.52
H -4.47 1.42 3.60
O 0.39 -1.74 3.38
C -0.31 -2.55 4.04
O 0.20 -3.72 4.42
C -0.80 -4.52 5.12
C -2.01 -3.66 5.35
C -1.73 -2.41 4.46
H -0.33 -4.87 6.08
H -0.93 -5.35 4.43
H -2.11 -3.33 6.37
H -2.96 -4.11 5.04
H -1.88 -1.40 4.92
H -2.34 -2.45 3.55
O 4.83 6.43 3.20
C 4.73 6.46 2.02
O 3.98 7.33 1.39
C 3.83 6.91 0.01
C 4.96 5.99 -0.33
C 5.44 5.48 1.13
H 3.79 7.81 -0.56
H 2.79 6.50 -0.11
H 5.74 6.51 -0.81
H 4.59 5.22 -1.00
H 6.51 5.59 1.28
H 5.19 4.47 1.29
O -4.08 1.11 -4.49
C -3.00 0.92 -4.02
O -2.49 -0.30 -3.94
C -1.08 -0.28 -3.39
C -0.94 1.13 -2.78
C -2.00 1.94 -3.61
H -0.37 -0.38 -4.20
H -1.09 -1.02 -2.62
H 0.07 1.41 -3.06
H -1.11 1.19 -1.72
H -1.55 2.35 -4.54
H -2.49 2.61 -2.90
O -3.54 -4.73 1.95
C -4.41 -3.91 2.20
O -4.45 -3.25 3.36
C -5.52 -2.31 3.32
C -6.60 -2.92 2.43
C -5.64 -3.51 1.39
H -5.06 -1.35 2.90
H -5.80 -2.11 4.36
H -7.34 -2.17 2.04
H -7.12 -3.67 2.97
H -5.26 -2.80 0.67
H -5.95 -4.32 0.78
O 2.46 0.28 -0.94
C 2.57 -0.59 -1.78
O 1.82 -0.81 -2.82
C 2.31 -1.77 -3.76
C 3.79 -1.97 -3.33
C 3.73 -1.57 -1.82
H 2.27 -1.22 -4.75
H 1.73 -2.72 -3.83
H 4.51 -1.30 -3.93
H 4.14 -3.00 -3.35
H 4.70 -1.14 -1.50
H 3.70 -2.45 -1.19
O 4.03 1.29 -6.66
C 4.56 1.39 -5.57
O 3.82 1.31 -4.44
C 4.66 1.78 -3.28
C 6.13 1.78 -3.80
C 6.04 1.55 -5.33
H 4.30 1.08 -2.45
H 4.49 2.76 -2.93
H 6.64 1.00 -3.24
H 6.66 2.69 -3.50
H 6.52 0.66 -5.71
H 6.48 2.37 -5.88
O 4.20 -0.95 1.19
C 4.80 -1.88 1.69
O 4.54 -2.31 2.91
C 5.48 -3.32 3.40
C 6.11 -3.79 2.04
C 5.89 -2.64 1.06
H 4.95 -4.19 3.85
H 6.17 -2.75 4.13
H 5.40 -4.56 1.68
H 7.14 -4.19 2.24
H 5.60 -3.03 0.08
H 6.75 -2.09 0.81
O 4.86 4.94 -5.69
C 3.78 4.98 -5.10
O 3.75 4.94 -3.75
C 2.40 4.88 -3.25
C 1.64 4.28 -4.48
C 2.36 4.92 -5.66
H 2.04 5.90 -3.09
H 2.37 4.25 -2.38
H 0.56 4.57 -4.58
H 1.66 3.24 -4.41
H 1.99 5.93 -5.80
H 2.29 4.40 -6.60
O 6.20 1.02 2.83
C 5.31 0.83 3.62
O 5.44 0.21 4.78
C 4.22 -0.11 5.47
C 3.15 0.36 4.47
C 3.86 1.20 3.43
H 4.28 0.33 6.46
H 4.27 -1.19 5.57
H 2.31 0.81 4.97
H 2.76 -0.58 3.99
H 3.69 2.23 3.78
H 3.56 1.07 2.43
O -0.67 -3.89 -1.80
C -1.79 -4.32 -1.87
O -2.00 -5.62 -1.81
C -3.50 -5.84 -1.62
C -4.03 -4.61 -2.36
C -3.13 -3.52 -1.97
H -3.70 -5.69 -0.56
H -3.81 -6.84 -1.95
H -5.04 -4.34 -2.01
H -4.12 -4.74 -3.40
H -3.39 -3.01 -1.04
H -3.06 -2.75 -2.76
C 0.76 0.94 1.77
C 0.84 2.49 1.73
C 0.93 3.09 0.35
F -0.34 2.95 -0.11
F 1.31 4.38 0.42
F -0.13 3.14 2.36
F 1.98 2.87 2.32
O -0.25 0.34 0.92
C -1.52 0.22 1.39
C -1.99 -1.11 0.86
F -3.28 -1.34 1.31
F -1.99 -1.11 -0.49
F -1.56 0.16 2.77
F -2.29 1.27 1.08
H 0.65 0.63 2.82
H 1.73 0.64 1.30
H 1.72 2.55 -0.25
H -1.38 -1.99 1.17
C -6.63 0.62 -1.44
C -6.79 -0.71 -2.13
C -5.70 -1.11 -3.06
F -4.60 -1.22 -2.33
F -5.98 -2.36 -3.72
F -6.89 -1.68 -1.14
F -7.97 -0.73 -2.81
O -6.70 1.63 -2.45
C -6.62 2.95 -2.19
C -5.16 3.54 -2.12
F -5.16 4.80 -1.66
F -4.42 2.74 -1.29
F -7.37 3.61 -3.09
F -7.22 3.17 -1.00
H -5.74 0.71 -0.81
H -7.51 0.69 -0.80
H -5.55 -0.36 -3.84
H -4.80 3.41 -3.12

Löwdin atomic charge list, values in e, 4 entries: atom 1 (O): 0.11, atom 2 (C): -0.46, atom 3 (O): -0.02, atom 4 (C): -0.11



Entry 2:
Entry from the OMol25 dataset: a molecular structure, C58H93BaN13O4 (ωB97M-V/def2-TZVPD).

Net charge = 0
HOMO-LUMO gap = 1.95 eV

Cartesian coordinates (Å):
Ba -9.32 -14.43 26.73
C -9.52 -22.01 27.10
C -10.04 -23.09 27.96
C -10.85 -22.64 29.27
O -11.44 -23.51 29.96
C -11.13 -21.23 29.42
C -10.63 -20.29 28.57
C -9.80 -20.70 27.38
O -9.28 -19.85 26.56
O -10.81 -19.03 28.92
O -9.79 -24.27 27.81
H -8.94 -22.21 26.21
H -11.67 -20.95 30.32
C -7.71 -17.63 33.68
C -7.08 -18.95 33.25
C -5.91 -18.74 32.28
C -6.20 -17.79 31.21
N -6.36 -17.05 30.30
H -8.43 -17.68 34.50
H -8.22 -17.05 32.91
H -7.00 -16.88 34.03
H -7.88 -19.57 32.84
H -6.69 -19.60 34.03
H -5.65 -19.70 31.84
H -5.07 -18.40 32.89
C -5.32 -25.78 23.78
C -4.39 -24.96 24.71
C -4.41 -25.28 26.21
C -3.73 -24.27 27.08
N -3.26 -23.48 27.77
H -6.33 -25.63 24.17
H -5.14 -26.85 23.81
H -5.32 -25.40 22.76
H -4.56 -23.89 24.59
H -3.36 -25.04 24.36
H -4.00 -26.26 26.43
H -5.46 -25.38 26.50
C -6.43 -28.12 33.28
C -6.47 -27.08 32.16
C -6.46 -25.54 32.59
C -5.31 -25.17 33.45
N -4.43 -24.89 34.15
H -7.28 -28.05 33.96
H -5.55 -27.88 33.87
H -6.47 -29.16 32.94
H -7.46 -27.34 31.78
H -5.65 -27.21 31.46
H -7.28 -25.31 33.28
H -6.58 -24.83 31.77
C -15.55 -13.59 33.63
C -16.24 -14.48 32.58
C -15.17 -15.09 31.72
C -14.46 -14.14 30.89
N -13.84 -13.36 30.31
H -16.23 -13.01 34.25
H -14.95 -12.80 33.17
H -14.86 -14.16 34.25
H -17.02 -13.94 32.04
H -16.74 -15.21 33.22
H -15.68 -15.72 30.98
H -14.47 -15.76 32.21
C -11.79 -28.39 36.79
C -12.39 -27.13 36.12
C -11.40 -26.11 35.51
C -10.51 -25.58 36.54
N -9.83 -25.16 37.33
H -11.09 -28.83 36.08
H -12.54 -29.16 37.00
H -11.25 -28.18 37.71
H -12.98 -26.59 36.86
H -13.10 -27.35 35.32
H -11.92 -25.26 35.05
H -10.83 -26.64 34.75
C -11.72 -31.25 30.53
C -12.60 -30.12 30.12
C -13.48 -30.32 28.84
C -14.33 -31.52 28.82
N -15.00 -32.46 28.83
H -11.06 -31.44 29.69
H -12.31 -32.11 30.86
H -11.01 -31.06 31.33
H -12.03 -29.22 29.94
H -13.24 -29.90 30.97
H -12.80 -30.38 27.99
H -14.10 -29.45 28.64
C -14.04 -18.74 36.85
C -13.00 -19.77 37.15
C -12.23 -19.49 38.47
C -13.07 -19.58 39.65
N -13.72 -19.59 40.59
H -14.59 -19.04 35.95
H -13.51 -17.80 36.68
H -14.85 -18.66 37.57
H -12.29 -19.85 36.33
H -13.52 -20.73 37.26
H -11.65 -18.57 38.44
H -11.42 -20.19 38.65
C -15.67 -19.55 26.51
C -15.84 -19.57 25.03
C -14.56 -19.20 24.23
C -13.99 -17.89 24.64
N -13.56 -16.84 24.90
H -14.94 -20.28 26.86
H -16.65 -19.73 26.96
H -15.36 -18.58 26.89
H -16.65 -18.88 24.78
H -16.11 -20.54 24.61
H -14.79 -19.19 23.16
H -13.85 -20.01 24.40
C -6.11 -31.63 27.23
C -6.97 -30.48 26.63
C -8.01 -30.93 25.60
C -7.42 -31.83 24.60
N -6.91 -32.43 23.78
H -5.35 -31.26 27.91
H -5.60 -32.15 26.41
H -6.70 -32.39 27.73
H -6.32 -29.70 26.24
H -7.52 -30.01 27.44
H -8.36 -30.03 25.10
H -8.86 -31.46 26.05
C -13.83 -24.54 21.14
C -12.97 -25.63 21.84
C -12.87 -25.51 23.36
C -14.09 -25.56 24.12
N -15.07 -25.56 24.75
H -13.62 -23.52 21.45
H -14.89 -24.68 21.37
H -13.74 -24.70 20.07
H -11.94 -25.47 21.50
H -13.31 -26.62 21.55
H -12.44 -24.52 23.56
H -12.20 -26.25 23.79
C -17.65 -23.52 34.01
C -16.70 -23.23 32.81
C -17.02 -24.00 31.55
C -18.34 -23.64 31.01
N -19.38 -23.33 30.60
H -17.79 -24.58 34.22
H -18.63 -23.12 33.78
H -17.18 -23.03 34.86
H -15.65 -23.37 33.08
H -16.66 -22.18 32.51
H -16.95 -25.07 31.71
H -16.33 -23.80 30.74
C -9.28 -22.25 17.56
C -8.44 -21.95 18.78
C -9.23 -21.40 19.96
C -10.08 -20.25 19.62
N -10.74 -19.33 19.30
H -8.66 -22.65 16.76
H -9.80 -21.36 17.21
H -10.06 -22.97 17.81
H -7.56 -21.32 18.60
H -7.89 -22.85 19.04
H -8.50 -21.03 20.68
H -9.83 -22.18 20.43
C -0.85 -17.19 24.85
C -1.66 -18.38 25.48
C -3.05 -18.57 24.77
C -3.06 -18.71 23.34
N -3.08 -18.83 22.19
H -0.48 -17.41 23.85
H 0.05 -17.14 25.46
H -1.50 -16.31 24.87
H -1.82 -18.21 26.54
H -1.02 -19.26 25.47
H -3.72 -17.72 24.94
H -3.60 -19.42 25.16

Löwdin atomic charge list, values in e, 4 entries: atom 1 (Ba): 1.16, atom 2 (C): 0.04, atom 3 (C): -0.34, atom 4 (C): -0.30



Which formula does entry 1 have? C58H80F16O26